Record 1
A cluster of 10 separate species, C32H50F5NO25S4 in total at a distorted geometry, computed with wB97M-V/def2-TZVPD.

Results
HOMO: -10.24 eV
lowest unoccupied orbital energy: -0.30 eV
net charge: 0
SMILES string: O=C1OC[C@@H](F)O1.O=C1OC[C@@H](F)O1.O=C1OC[C@@H](F)O1.O=C1OC[C@@H](F)O1.O=C1OC[C@@H](F)O1.C[N+](=O)[O-].O=S1(=O)CCCC1.O=S1(=O)CCCC1.O=S1(=O)CCCC1.O=S1(=O)CCCC1
orbital gap: 9.941 eV

The geometry in XYZ format:
```
117
Properties=species:S:1:pos:R:3:forces:R:3
C 7.1863 -3.3426 -1.3430 -0.21 -1.06 1.44
N 8.2684 -4.1419 -1.9491 0.02 -1.74 -3.13
O 8.1951 -5.3704 -2.0999 -0.75 1.19 1.64
O 9.0934 -3.5208 -2.5714 0.90 1.14 0.41
H 7.4948 -2.2974 -1.3220 -0.29 -0.32 -0.19
H 7.0591 -3.7737 -0.3500 0.06 0.37 0.24
H 6.2526 -3.6119 -1.8369 0.26 0.42 -0.43
C 1.0808 0.5891 -0.4894 -1.55 -0.04 -1.12
C 0.9227 0.2831 0.9507 1.91 -1.39 1.56
C -0.1802 -0.7033 1.2089 -1.84 0.54 -0.18
S -1.4984 -0.1095 0.0915 1.27 0.27 -2.32
O -2.5565 0.6763 0.7218 0.91 -1.20 -0.43
O -1.7291 -1.2232 -0.8513 -0.53 1.35 1.30
C -0.3071 1.0409 -0.8253 -1.57 1.13 -0.33
H 1.2109 -0.3135 -1.0864 0.79 -0.14 0.19
H 1.8590 1.3361 -0.6459 -0.14 -0.11 -0.29
H 0.7469 1.1427 1.5975 0.33 0.24 -0.29
H 1.8806 -0.1902 1.1664 0.04 0.07 1.07
H -0.6710 -0.5704 2.1730 0.52 -0.51 0.28
H -0.0234 -1.7332 0.8884 0.15 0.11 0.32
H -0.4247 2.0593 -0.4549 -0.44 -0.02 0.24
H -0.6335 1.0589 -1.8652 0.13 -0.31 0.00
C -4.3119 -1.7162 -10.0311 0.78 -0.86 -2.57
C -4.2974 -0.7492 -8.9351 -0.90 0.56 2.04
C -4.6255 0.6570 -9.4436 -1.15 0.99 -0.87
S -5.0927 0.5765 -11.3539 0.79 -1.97 2.81
O -3.8909 0.6869 -12.1688 -1.10 0.28 0.47
O -6.3154 1.3099 -11.6173 0.96 -0.37 -0.08
C -5.3902 -1.2274 -11.0520 -0.23 -0.20 0.05
H -4.5055 -2.7300 -9.6809 -0.32 0.05 -0.07
H -3.3175 -1.7705 -10.4742 -0.03 0.06 -0.51
H -3.5583 -0.8933 -8.1470 1.08 0.49 -0.78
H -5.1146 -1.0807 -8.2946 -0.79 0.48 -0.07
H -4.0172 1.5505 -9.3030 0.59 -0.53 0.04
H -5.5729 0.8835 -8.9545 -0.16 0.47 -0.46
H -5.5523 -1.7547 -11.9921 0.72 -0.04 -0.07
H -6.3471 -1.3525 -10.5451 -0.23 0.57 0.09
C 8.0460 1.4073 5.9506 1.35 -1.26 -1.06
C 6.9186 1.9503 6.7358 -1.19 -0.58 1.21
C 7.3087 3.2447 7.4138 0.58 0.96 0.85
S 8.8195 3.7292 6.5894 1.83 2.15 -2.65
O 10.0925 3.1923 7.1271 -2.29 0.87 0.32
O 8.7647 5.1717 6.2028 0.02 -2.77 0.97
C 8.5465 2.5687 5.1823 1.10 2.22 0.25
H 7.8367 0.5794 5.2733 -0.59 -0.04 0.13
H 8.8479 1.0359 6.5887 0.00 0.05 0.18
H 6.6014 1.1959 7.4557 -0.53 0.18 -0.07
H 6.1211 2.2912 6.0756 -0.28 -0.78 -0.07
H 7.5827 3.3432 8.4642 -0.33 -0.80 0.23
H 6.5132 3.9654 7.2249 0.55 0.42 -0.01
H 9.5561 2.5815 4.7716 -0.18 -0.55 -0.27
H 7.8297 3.0034 4.4856 -0.05 -0.06 -0.01
C 3.2675 -6.3165 8.2204 1.70 -2.76 -0.27
C 2.4576 -7.1202 7.1104 -0.34 1.46 1.35
C 0.9748 -7.2492 7.7270 2.06 0.54 -0.39
S 0.7240 -5.6225 8.7538 -0.13 -0.60 -4.59
O 0.1516 -5.8098 10.0100 -0.26 -1.30 3.44
O -0.0425 -4.7043 7.9451 0.83 0.11 -0.66
C 2.4817 -5.2085 8.7650 -1.21 1.67 -0.82
H 4.1794 -5.9341 7.7618 -0.03 0.18 -0.10
H 3.6702 -6.9607 9.0020 -0.38 -0.45 0.08
H 2.9770 -8.0055 6.7436 -0.34 -0.66 1.05
H 2.5998 -6.5521 6.1911 -1.11 0.68 -0.01
H 1.0008 -8.0954 8.4136 -0.20 0.16 0.16
H 0.2333 -7.4210 6.9468 -0.23 0.48 0.36
H 2.6804 -4.7065 9.7119 0.40 -0.42 -0.03
H 2.6119 -4.5185 7.9313 -0.76 0.92 0.42
C -0.8083 12.3823 -3.3599 -0.86 -0.85 -2.97
C 0.5040 11.6904 -3.1279 -0.06 2.18 -0.37
O 0.0879 10.4951 -2.6551 1.72 -2.01 2.16
C -1.0389 10.1235 -3.2441 -0.86 -3.25 -0.73
O -1.4080 8.9559 -3.2758 0.28 3.18 0.02
O -1.5351 11.1945 -3.8604 -1.35 0.64 0.33
F 1.1798 12.4263 -2.2401 0.93 0.06 1.39
H -0.8092 13.0208 -4.2434 0.13 0.33 0.35
H -1.3194 12.8628 -2.5256 0.35 -0.38 0.22
H 1.1862 11.5448 -3.9655 -0.29 0.09 -0.41
C 7.2105 7.2181 -2.2762 -0.45 0.58 1.46
C 7.6670 8.4872 -1.5499 3.02 -1.17 -1.20
O 7.1788 8.4547 -0.2556 0.51 1.26 -0.62
C 6.4045 7.3847 -0.0947 -2.17 1.01 -0.82
O 5.7501 7.2447 0.8762 0.07 -1.21 0.61
O 6.2401 6.7490 -1.2759 0.68 -1.32 -1.21
F 7.4356 9.5804 -2.3223 -0.74 0.46 0.79
H 8.0614 6.5642 -2.4672 -0.18 -0.50 0.78
H 6.8427 7.4002 -3.2860 -0.97 0.20 0.47
H 8.7446 8.3925 -1.4158 0.23 0.68 -0.26
C -7.8562 -1.4499 6.3768 -0.32 1.26 -2.20
C -8.6726 -2.2519 5.3920 -1.76 1.61 -1.57
O -9.9742 -1.6606 5.3230 0.67 2.94 1.20
C -10.0323 -0.6635 6.3081 -2.08 -1.09 1.57
O -11.0386 -0.1312 6.7184 1.81 -0.58 -1.63
O -8.8611 -0.5600 6.9908 1.46 -1.31 -0.48
F -8.9628 -3.4394 5.8106 0.32 -3.75 1.43
H -7.1947 -0.8424 5.7592 -0.03 0.50 0.18
H -7.1480 -2.1091 6.8788 -0.88 0.22 1.37
H -8.3821 -2.3305 4.3443 0.82 0.21 0.14
C -10.7136 -1.4243 -2.2114 2.23 -0.43 -0.68
C -11.0767 -1.8880 -3.6413 -1.25 -1.03 2.26
O -12.2700 -2.6955 -3.2786 0.67 1.31 -0.01
C -12.7886 -2.1019 -2.1422 -1.99 -0.70 -0.92
O -13.9035 -2.2263 -1.7434 0.40 -0.50 -0.27
O -11.9183 -1.2913 -1.5911 -1.10 1.67 1.19
F -10.1671 -2.7158 -4.1536 0.26 0.02 -0.45
H -10.0938 -0.5313 -2.1310 -0.33 0.12 -0.17
H -10.2474 -2.2120 -1.6196 0.88 -0.33 -0.75
H -11.3916 -1.1005 -4.3259 0.24 -0.14 -0.21
C 0.0099 -7.8459 -4.9306 -0.70 -1.68 -1.42
C 1.1333 -6.9413 -4.7453 2.11 1.02 0.13
O 1.2382 -6.7576 -3.3865 0.48 -0.44 2.14
C 0.0992 -7.1719 -2.8058 0.39 -2.41 4.54
O -0.0836 -7.3655 -1.5971 0.52 1.71 -3.43
O -0.6907 -7.6759 -3.7272 -1.83 -0.89 -0.68
F 0.8501 -5.7239 -5.1545 -0.70 2.73 -2.20
H 0.4002 -8.8366 -5.1635 -0.02 -0.64 1.19
H -0.6499 -7.7610 -5.7941 0.01 1.15 0.14
H 2.1423 -7.1774 -5.0833 -0.25 -0.54 -0.40
```
Forces are in eV/Å.

***

Record 2
A structure of composition C32H50I2N8O6P2STl, computed with wB97M-V/def2-TZVPD.

Results
HOMO (spin up / spin down): -4.68 / -4.68 eV
lowest unoccupied orbital energy (spin up / spin down): -0.10 / 1.39 eV
net charge: -1
orbital gap (spin up / spin down): 4.585 / 6.069 eV

The geometry in XYZ format:
```
102
Properties=species:S:1:pos:R:3:forces:R:3
Tl -1.1175 0.9734 0.5395 -0.08 0.05 0.09
I 0.0576 -7.2037 2.5294 0.01 -0.01 0.00
C -0.5846 -5.5330 1.4794 0.00 0.02 -0.03
C -1.6463 -5.6454 0.6258 -0.01 -0.02 0.01
C -2.1416 -4.5226 -0.0410 -0.02 0.01 0.01
I -3.6435 -4.7186 -1.4406 -0.01 -0.01 0.00
C -1.7371 -3.1582 0.3000 0.04 -0.06 0.12
O -2.2917 -2.1935 -0.1768 -0.01 0.01 -0.05
C -0.6255 -2.9834 1.3485 -0.01 0.03 -0.05
C -1.2680 -2.4199 2.6246 0.03 -0.02 0.03
N -0.2597 -1.8842 3.5110 0.09 0.02 -0.02
C -0.7724 -1.2074 4.6952 -0.01 -0.03 0.01
C -1.4222 0.1102 4.3481 0.00 0.01 -0.04
C -0.6470 1.2089 3.9842 0.01 -0.06 -0.01
C -1.2804 2.3936 3.6585 -0.04 0.05 0.00
C -2.6672 2.4435 3.7083 0.03 0.00 -0.01
C -3.3503 1.2952 4.0618 -0.01 -0.02 0.01
N -2.7533 0.1422 4.3785 -0.02 0.02 0.05
C 0.1893 -4.2770 1.6171 0.03 0.05 0.01
H -2.1149 -6.6068 0.4618 0.00 0.00 0.00
H -1.9459 -1.6140 2.3379 0.04 0.03 0.01
H -1.8794 -3.2142 3.0918 -0.04 0.02 -0.04
H 0.4268 -2.5776 3.7735 -0.04 -0.02 0.04
H -1.5106 -1.8038 5.2505 0.00 -0.01 -0.02
H 0.0847 -1.0259 5.3469 -0.02 0.00 0.03
H 0.4284 1.1133 3.9064 0.00 0.01 -0.01
H -0.7175 3.2577 3.3298 0.02 -0.02 0.00
H -3.1945 3.3472 3.4365 0.00 0.01 0.01
H -4.4352 1.2881 4.0889 0.00 0.00 -0.01
H 0.6195 -4.2102 2.6181 -0.01 -0.03 0.00
C 2.8234 -3.1146 -2.1467 0.01 -0.03 -0.01
N 2.8325 -1.8442 -1.4574 -0.05 0.03 0.01
C 4.0042 -1.0525 -1.7925 0.01 0.02 0.01
P 2.6228 1.8228 0.9713 -0.02 0.05 -0.01
O 1.1560 1.9465 1.3414 0.07 0.02 0.02
O 2.6828 2.0436 -0.8200 -0.02 -0.05 -0.05
P 1.5029 1.8188 -1.8158 0.00 -0.01 0.06
O 0.4775 0.8255 -1.4010 0.00 -0.01 -0.04
N 2.1756 1.2878 -3.2403 -0.01 0.03 -0.02
C 1.5447 0.2524 -4.0269 0.04 -0.03 0.01
C 3.1461 2.0995 -3.9348 0.00 -0.01 0.00
N 0.9543 3.3524 -2.1488 -0.07 0.00 0.05
C -0.1798 3.3841 -3.0711 -0.01 0.00 0.00
C 0.8109 4.3180 -1.0562 0.08 0.05 -0.04
N 3.2596 3.4049 1.2917 0.04 -0.08 0.11
C 2.6483 4.2113 2.3248 -0.01 0.03 -0.03
C 4.6963 3.5263 1.2241 -0.01 0.01 0.00
H 3.5773 -3.8324 -1.7807 0.01 0.01 0.00
H 3.0214 -2.9337 -3.2043 -0.01 0.00 0.00
H 1.8378 -3.5785 -2.0797 0.00 0.00 0.01
H 4.9537 -1.5732 -1.5856 0.00 -0.01 -0.01
H 3.9826 -0.1163 -1.2344 0.00 0.00 0.00
H 3.9782 -0.8055 -2.8546 -0.01 -0.01 -0.01
H 0.8208 -0.2742 -3.4104 0.00 0.00 0.00
H 2.2946 -0.4651 -4.3838 0.00 0.00 0.00
H 1.0363 0.6665 -4.9092 0.00 0.01 0.01
H 3.5922 2.8163 -3.2478 0.00 0.00 0.00
H 2.6948 2.6568 -4.7673 0.00 0.00 0.00
H 3.9444 1.4680 -4.3424 0.00 0.00 0.00
H -0.0142 2.6837 -3.8922 0.00 0.00 0.00
H -0.2656 4.3899 -3.4903 0.00 0.00 0.00
H -1.1211 3.1174 -2.5802 0.01 0.01 0.00
H 1.6702 4.2518 -0.3918 -0.01 0.00 -0.01
H -0.1054 4.1602 -0.4815 -0.03 -0.02 0.01
H 0.7813 5.3218 -1.4909 -0.01 0.00 0.00
H 1.5744 4.0368 2.3274 0.00 0.01 0.00
H 2.8264 5.2744 2.1282 0.00 0.01 0.00
H 3.0470 3.9878 3.3282 0.00 0.00 -0.01
H 5.0880 2.8789 0.4372 0.00 -0.01 0.01
H 5.1966 3.2554 2.1687 0.00 0.01 0.00
H 4.9821 4.5551 0.9804 0.00 0.00 -0.01
C -5.8526 -0.7249 -3.7293 -0.01 0.00 0.01
C -4.8714 0.4018 -3.4472 -0.03 0.01 0.03
S -3.5902 -0.0665 -2.2511 -0.04 0.02 0.06
O -2.6739 1.1036 -2.1743 0.12 0.02 -0.13
C -4.5832 -0.0103 -0.7345 -0.04 -0.04 0.00
C -4.9545 1.4010 -0.3125 0.00 -0.02 -0.04
H -6.5070 -0.4622 -4.5616 0.00 0.00 0.00
H -6.4857 -0.9349 -2.8665 0.00 0.00 0.00
H -5.3264 -1.6446 -3.9919 0.00 0.00 0.00
H -5.3572 1.3123 -3.0964 0.01 0.01 0.00
H -4.2904 0.6566 -4.3348 0.00 -0.01 -0.01
H -3.9344 -0.4798 0.0052 -0.01 -0.01 0.01
H -5.4411 -0.6712 -0.8850 0.00 -0.01 0.00
H -4.0652 2.0308 -0.2357 -0.05 0.01 0.01
H -5.4338 1.3695 0.6676 0.02 0.00 0.01
H -5.6543 1.8699 -1.0068 -0.01 0.00 0.00
N 0.3468 -2.0228 0.8098 -0.02 -0.03 -0.11
C 1.3836 -2.6353 0.4215 -0.02 -0.02 0.05
C 1.3664 -4.1455 0.6089 0.02 0.03 0.00
C 2.6751 -4.6816 1.0773 0.01 0.01 0.00
C 3.7885 -3.8631 1.1498 0.00 -0.01 0.01
C 3.8017 -2.5550 0.7106 -0.01 0.00 0.01
C 2.6342 -1.9124 -0.0002 0.02 0.00 -0.03
H 1.0669 -4.6254 -0.3326 0.01 -0.01 0.00
H 2.7348 -5.7189 1.3825 0.00 0.00 0.00
H 4.7002 -4.2775 1.5681 0.00 0.00 0.00
H 4.7014 -1.9640 0.8203 -0.01 0.01 0.01
H 2.5247 -0.8809 0.3409 0.01 0.02 0.00
O -2.4043 5.3793 1.8374 -0.04 -0.09 0.08
C -2.3524 4.3709 1.1686 0.10 0.09 -0.07
N -2.2979 3.3830 0.5144 0.06 -0.02 -0.05
```
Forces are in eV/Å.

***

Which of these has the lowest net charge?
C32H50I2N8O6P2STl

***

The lowest net charge belongs to which entry?
C32H50I2N8O6P2STl

***

Number 2 is which compound?
C32H50I2N8O6P2STl